No. 1
The following is a DFT calculation (the ωB97M-V functional and the def2-TZVPD basis) of a cluster of 4 separate species, C25H26FNO15 in total at a distorted geometry.

Last column: natural (NBO) charge in e.
Element x y z (Å)
O (1.979, -2.603, 5.157)  -0.62
O (1.096, -3.235, 2.795)  -0.57
C (-1.136, 8.581, -2.529)  0.32
O (-0.325, 5.148, -2.727)  -0.51
O (-0.278, 2.616, -1.146)  -0.62
C (1.804, -5.483, 2.847)  -0.40
H (1.508, -2.164, 4.425)  0.50
H (2.359, -3.275, -0.244)  0.17
H (-1.309, 4.308, -1.013)  0.53
N (1.145, 2.162, 0.593)  -0.63
H (0.704, -1.063, -0.277)  0.24
C (-3.504, -2.781, -3.989)  0.47
C (1.852, 1.063, 1.259)  -0.22
C (-0.595, 7.469, -3.039)  -0.39
C (-1.036, -2.490, -3.749)  -0.39
H (2.696, 0.497, -0.662)  0.21
O (-1.948, -3.996, -5.309)  -0.62
O (2.616, -7.659, 3.199)  -0.62
H (-2.742, 7.315, 0.328)  0.24
H (1.181, 0.541, 1.943)  0.19
C (-1.410, -0.533, 2.043)  -0.67
H (1.350, -1.654, -2.266)  0.48
O (1.745, -2.483, -1.986)  -0.74
C (-0.788, 6.202, -2.352)  0.47
H (2.614, 1.539, 1.883)  0.21
C (-3.762, -1.822, -2.939)  -0.42
F (-2.639, 1.383, 1.317)  -0.35
O (-4.364, -3.378, -4.611)  -0.54
C (-1.943, 8.571, -1.255)  0.47
O (-2.376, 9.645, -0.875)  -0.56
H (3.422, -1.994, -0.887)  0.15
O (3.457, -7.045, 5.576)  -0.53
C (2.380, -2.294, -0.722)  -0.05
H (1.428, -5.684, 1.854)  0.25
C (-2.152, 7.312, -0.577)  -0.41
H (-4.791, -1.618, -2.677)  0.24
H (-0.805, 1.576, 2.137)  0.16
H (-2.857, -4.248, -5.559)  0.51
H (3.477, -0.231, 0.724)  0.21
C (0.020, 1.940, -0.166)  0.91
H (-1.316, -1.251, 1.223)  0.24
H (-2.367, -0.703, 2.532)  0.24
C (2.780, -4.784, 5.516)  -0.39
C (-2.731, -1.219, -2.328)  0.40
C (2.933, -6.123, 4.984)  0.47
O (-0.423, -0.907, -2.118)  -0.58
H (-2.010, -0.030, -1.060)  0.52
H (-0.013, 7.468, -3.950)  0.24
O (-2.889, -0.335, -1.360)  -0.65
C (1.685, -1.249, 0.169)  -0.46
O (-1.019, 9.784, -3.076)  -0.63
C (2.172, -3.855, 4.767)  0.33
C (-1.616, 6.188, -1.082)  0.35
C (-1.354, 0.880, 1.496)  0.47
H (3.070, -8.111, 3.936)  0.51
H (3.162, -4.579, 6.506)  0.25
O (-0.751, 0.874, 0.210)  -0.56
O (-1.774, 5.009, -0.508)  -0.64
H (-1.506, 10.391, -2.487)  0.51
C (1.639, -4.154, 3.387)  0.48
C (-1.296, -1.511, -2.714)  0.49
H (1.529, -1.683, 1.161)  0.22
H (-0.590, -0.720, 2.737)  0.22
C (2.414, -6.416, 3.594)  0.34
H (1.781, 2.658, -0.023)  0.40
H (-0.008, -2.708, -4.000)  0.25
C (-2.072, -3.091, -4.352)  0.33
C (2.495, 0.042, 0.316)  -0.42

Forces on atoms 1 to 3 (eV/Å):
O 0.05 -0.01 0.12
O -0.04 0.10 0.14
C 0.06 -0.01 -0.08

Values from the calculation:
Structure (SMILES): C[C@H](F)OC(=O)NCCCCO.O=C1C=C(O)C(=O)C=C1O.O=C1C=C(O)C(=O)C=C1O.O=C1C=C(O)C(=O)C=C1O
DFT total energy in Ha: -2251.47205
HOMO-LUMO gap in eV: 7.46
HOMO in Ha: -0.3423
Total charge: 0
LUMO in eV: -1.85
Strongest force on any atom in eV/Å: 1.98

---

No. 2
The following is a DFT calculation (the ωB97M-V functional and the def2-TZVPD basis) of an isolated molecule of C7H14N2 at a distorted geometry.

Last column: natural (NBO) charge in e.
Element x y z (Å)
C (2.581, 0.037, -0.314)  -0.61
H (-2.071, 2.247, 0.883)  0.21
H (-2.018, -1.363, -1.307)  0.22
H (1.203, -2.193, 0.408)  0.21
H (2.756, 0.992, -0.811)  0.20
N (0.505, 2.321, 0.147)  -0.82
H (3.356, -0.108, 0.446)  0.19
H (2.721, -0.743, -1.069)  0.20
N (-1.004, 0.501, 0.481)  -0.47
H (0.808, -1.392, 1.936)  0.20
C (-2.158, 1.336, 0.281)  -0.42
C (0.692, -1.335, 0.850)  -0.45
C (0.262, 0.958, 0.294)  0.38
H (-1.215, -2.875, -0.879)  0.22
H (-0.130, 2.814, -0.463)  0.37
C (1.214, -0.033, 0.284)  -0.23
C (-0.749, -1.245, 0.430)  0.06
C (-1.086, -1.792, -0.935)  -0.64
H (1.471, 2.555, -0.022)  0.39
H (-2.310, 1.628, -0.770)  0.16
H (-1.487, -1.514, 1.183)  0.20
H (-0.301, -1.585, -1.661)  0.22
H (-3.042, 0.788, 0.609)  0.21

Forces on atoms 1 to 3 (eV/Å):
C 0.05 0.17 0.60
H -0.04 -0.09 0.00
H -0.01 -0.06 0.03

Values from the calculation:
Structure (SMILES): CC1=C(N)N(C)[C@@H](C)C1
DFT total energy in Ha: -384.57446
HOMO-LUMO gap in eV: 7.23
HOMO in Ha: -0.2305
Total charge: 0
LUMO in eV: 0.96
Strongest force on any atom in eV/Å: 3.45

---

No. 3
The following is a DFT calculation (the ωB97M-V functional and the def2-TZVPD basis) of a cluster of 8 separate species, C29H42O24 in total at a distorted geometry.

Last column: Löwdin spin population.
Element x y z (Å)
O (-4.338, 0.965, -2.669)  0.00
H (3.035, 2.608, -1.813)  0.00
H (2.690, 4.024, 1.101)  0.00
C (-1.979, 2.659, 7.532)  0.00
C (0.858, 4.326, -4.390)  0.00
H (-5.482, 4.032, -2.873)  0.00
H (-1.891, 3.388, 8.338)  0.00
C (4.061, 2.585, -1.446)  0.00
O (1.700, -0.505, -2.342)  0.00
C (2.617, -1.267, -2.209)  0.00
C (-0.563, 3.711, -4.289)  0.00
H (4.570, -4.974, 0.862)  0.00
H (3.834, -3.893, -1.559)  0.00
C (-4.840, 2.040, -3.489)  0.00
O (-4.454, -4.982, -0.280)  0.00
C (4.716, -2.025, -1.997)  0.00
O (2.933, 2.132, 1.738)  0.00
O (-2.464, -3.812, -0.331)  0.00
C (-3.273, -3.437, -1.438)  0.00
H (4.337, 1.534, -1.356)  0.00
H (5.289, -1.714, -2.870)  0.00
O (-0.919, 3.668, -3.015)  0.00
H (-4.085, 2.736, -3.856)  0.00
O (1.198, 4.292, -3.075)  0.00
H (-6.530, 2.783, -2.292)  0.00
H (-4.563, -5.052, -2.398)  0.00
O (-0.300, 0.990, 1.370)  0.20
C (-0.270, 0.413, 0.076)  0.07
H (-1.550, -1.037, -0.743)  0.04
C (-5.483, 3.012, -2.490)  0.00
C (2.784, 3.032, 0.659)  0.00
O (1.627, 0.355, 7.813)  0.00
C (4.154, -4.787, 1.853)  0.00
H (0.819, 5.330, -4.811)  0.00
H (-2.152, 0.280, 5.839)  0.00
H (5.392, -2.269, -1.178)  0.00
C (-0.903, -0.912, 0.125)  0.11
H (-0.146, -1.694, 0.185)  0.07
H (-6.624, 2.335, -4.631)  0.00
H (-2.884, 2.817, 6.946)  0.00
O (0.273, 3.812, -1.071)  0.00
H (4.501, 4.226, 0.013)  0.00
C (-4.525, -4.379, -1.541)  0.00
H (2.732, 3.903, -5.006)  0.00
C (1.272, -5.742, 0.650)  0.00
C (2.022, -3.693, 1.226)  0.00
H (4.542, 3.181, -2.221)  0.00
H (-2.812, -3.390, -2.424)  0.00
C (-3.230, -4.741, 0.384)  0.00
H (-1.233, 4.204, -4.994)  0.00
O (-2.904, -5.244, 1.444)  0.00
H (0.768, 0.379, -0.255)  0.03
H (-2.184, -0.832, 7.184)  0.00
C (-5.907, 1.529, -4.475)  0.00
H (-1.149, 2.952, 6.890)  0.00
O (4.800, 1.238, 2.789)  0.00
O (-3.600, 0.756, -0.525)  0.01
H (-0.506, 2.702, -4.696)  0.00
C (0.374, 0.288, 7.766)  0.00
C (1.761, 3.420, -5.114)  0.00
O (4.840, 2.225, 0.737)  0.00
H (1.745, 2.392, -4.753)  0.00
H (1.593, 3.319, -6.186)  0.00
H (-6.402, 0.584, -4.255)  0.00
C (-1.131, 0.353, 2.102)  0.03
H (-5.541, 1.416, -5.495)  0.00
C (2.669, -4.843, 2.106)  0.00
O (-1.506, -0.799, 1.417)  0.42
O (-0.511, 1.087, 8.509)  0.00
O (-0.323, -0.156, 6.684)  0.00
H (-0.762, 1.112, -0.601)  0.05
C (0.222, 3.943, -2.243)  0.00
H (2.732, -3.054, 0.700)  0.00
H (2.003, 2.780, -0.059)  0.00
H (-5.490, -3.872, -1.529)  0.00
H (-3.466, -2.380, -1.256)  0.00
O (3.866, -0.896, -1.724)  0.00
H (-2.590, 0.884, 8.762)  0.00
O (2.525, -2.602, -2.501)  0.00
C (4.257, 1.876, 1.883)  0.00
C (3.792, -3.239, -2.430)  0.00
O (-4.644, 2.780, -1.398)  0.00
C (-1.723, 0.088, 6.823)  0.00
O (0.666, -6.575, 0.023)  0.00
C (-1.869, 1.168, 7.994)  0.00
H (4.502, -3.775, 2.061)  0.00
H (4.153, -3.591, -3.396)  0.00
O (2.016, -6.029, 1.738)  0.00
H (4.600, -5.538, 2.505)  0.00
H (1.561, -3.008, 1.938)  0.00
C (-4.119, 1.388, -1.467)  0.00
H (2.458, -4.688, 3.164)  0.00
O (-1.409, 0.581, 3.189)  -0.03
C (4.098, 3.213, 0.033)  0.00
O (1.267, -4.397, 0.306)  0.00

Forces on atoms 1 to 3 (eV/Å):
O 0.42 -0.26 -1.03
H -0.27 -0.10 0.20
H -1.59 -0.01 0.17

Values from the calculation:
DFT total energy in Ha: -2935.54182
HOMO-LUMO gap (alpha / beta) in eV: 9.94 / 2.52
HOMO (alpha / beta) in Ha: -0.4481 / -0.4481
Total charge: +1
LUMO (alpha / beta) in eV: -2.25 / -9.67
2S+1: 2
Strongest force on any atom in eV/Å: 5.42